Record 1
This record from the Open Molecules 2025 dataset describes 2 unconnected molecules or ions with the total composition C2H6NOS in a non-equilibrium geometry. The level of theory is the ωB97M-V functional and the def2-TZVPD basis.

XYZ file:
```
11
Properties=species:S:1:pos:R:3:lowdin_charge:R:1
C -0.15608 -1.33808 1.83970 -0.670
S 1.23305 -0.13796 1.45564 0.017
H -0.36240 -1.91799 0.95006 -0.030
H 0.15066 -1.91824 2.70598 -0.036
H -0.99900 -0.72794 2.17397 -0.028
C -0.46741 1.36365 -1.38436 -0.456
N 0.67021 0.65687 -1.64115 0.071
O -1.22549 1.83544 -2.20874 -0.042
H -0.69830 1.39740 -0.30441 0.090
H 0.78807 -0.17571 -1.07434 0.001
H 1.06669 0.96256 -2.51235 0.083
```

Calculated values
DFT total energy = -608.011882 hartree
total charge = -1
energy relative to the best compared isomer or geometry (same formula, charge and spin) = 34.2 kcal per mole

Record 2
This record from the Open Molecules 2025 dataset describes 2 unconnected molecules or ions with the total composition C2H6NOS in a non-equilibrium geometry. The level of theory is the ωB97M-V functional and the def2-TZVPD basis.

XYZ file:
```
11
Properties=species:S:1:pos:R:3:lowdin_charge:R:1
C -1.84614 -1.44284 2.00349 -0.844
S -1.36804 -1.25514 0.29918 0.051
H -1.45769 -2.35777 2.53486 -0.011
H -1.75254 -0.68378 2.81600 -0.006
H -2.92814 -1.65812 2.15806 -0.022
C 1.62432 1.34742 -0.68706 -0.391
N 0.99020 0.78819 -1.78818 0.050
O 2.39199 2.32403 -0.46445 -0.049
H 1.36473 0.67981 0.08347 0.067
H 0.17908 0.11132 -1.59981 0.046
H 1.74678 0.45368 -2.44507 0.109
```

Calculated values
DFT total energy = -607.981939 hartree
total charge = -1
energy relative to the best compared isomer or geometry (same formula, charge and spin) = 53.0 kcal per mole

Record 3
This record from the Open Molecules 2025 dataset describes 2 unconnected molecules or ions with the total composition C2H6NOS in a non-equilibrium geometry. The level of theory is the ωB97M-V functional and the def2-TZVPD basis.

XYZ file:
```
11
Properties=species:S:1:pos:R:3:lowdin_charge:R:1
C -0.34187 0.59789 1.89480 -0.873
S -0.29152 -1.14429 1.89036 0.126
H -1.34750 1.10519 1.35614 0.038
H -0.44371 1.04242 2.96516 -0.011
H 0.54068 1.23269 1.39326 0.016
C 0.71654 -0.07974 -1.81868 -0.361
N -0.09498 -1.01900 -1.29782 0.085
O 0.73825 0.56225 -3.00271 -0.181
H 1.58321 0.18302 -1.05620 0.140
H -0.26013 -1.08348 -0.32719 -0.110
H -0.79897 -1.39694 -1.99712 0.131
```

Calculated values
DFT total energy = -607.990584 hartree
total charge = -1
energy relative to the best compared isomer or geometry (same formula, charge and spin) = 47.6 kcal per mole

Record 4
This record from the Open Molecules 2025 dataset describes 2 unconnected molecules or ions with the total composition C2H6NOS in a non-equilibrium geometry. The level of theory is the ωB97M-V functional and the def2-TZVPD basis.

XYZ file:
```
11
Properties=species:S:1:pos:R:3:lowdin_charge:R:1
C 0.48653 1.53163 1.63394 -0.626
S 1.89719 0.46321 0.86350 0.030
H -0.12907 1.95043 0.85745 -0.040
H 0.01434 0.85858 2.38282 -0.018
H 0.77064 2.54053 2.06752 -0.005
C -1.05966 -1.57247 -1.29171 -0.412
N 0.06460 -0.80627 -1.36299 0.078
O -1.91570 -1.97591 -2.13706 -0.109
H -1.15627 -2.08107 -0.36811 0.095
H 0.50546 -0.51266 -0.45590 -0.095
H 0.52195 -0.39600 -2.18944 0.101
```

Calculated values
DFT total energy = -608.014399 hartree
total charge = -1
energy relative to the best compared isomer or geometry (same formula, charge and spin) = 32.6 kcal per mole

Record 5
This record from the Open Molecules 2025 dataset describes 3 unconnected molecules or ions with the total composition C2H6NOS in a non-equilibrium geometry. The level of theory is the ωB97M-V functional and the def2-TZVPD basis.

XYZ file:
```
11
Properties=species:S:1:pos:R:3:lowdin_charge:R:1
C 1.50839 -0.68537 0.41277 -0.100
C 0.70978 -0.89647 -0.48212 -0.026
N -2.30248 0.41629 -0.01713 0.307
O 3.71761 1.30073 0.71603 -0.643
S 3.66946 0.55284 -0.54177 0.778
H 2.04200 -0.94570 1.30053 0.052
H 0.09132 -1.02893 -1.33211 0.028
H -3.00403 -0.24259 -0.14644 0.106
H -2.39045 1.01315 -0.82661 0.153
H -1.48411 -0.29361 -0.04400 0.131
H -2.55749 0.80967 0.96083 0.216
```

Calculated values
DFT total energy = -607.543288 hartree
total charge = +1
energy relative to the best compared isomer or geometry (same formula, charge and spin) = 85.2 kcal per mole

Record 6
This record from the Open Molecules 2025 dataset describes C2H6NP in the gas phase in a non-equilibrium geometry. The level of theory is the ωB97M-V functional and the def2-TZVPD basis.

XYZ file:
```
10
Properties=species:S:1:pos:R:3:lowdin_charge:R:1
C 0.41747 0.63521 1.39390 -0.341
P 0.48193 0.91696 -0.42760 0.836
C 0.07358 -0.77041 -1.02761 -0.457
N -1.00481 0.16303 -0.95046 -0.271
H 0.29984 -0.47558 1.37520 0.015
H -0.52440 1.00169 1.80369 0.026
H 1.40235 1.09798 1.72315 0.040
H -0.05928 -1.76967 -0.28450 0.123
H 0.46941 -1.17369 -1.92289 0.025
H -1.55609 0.37447 -1.68288 0.004
```

Calculated values
DFT total energy = -475.836943 hartree
energy relative to the best compared isomer or geometry (same formula, charge and spin) = 12.7 kcal per mole
structure (SMILES) = CP1CN1